55
Properties=species:S:1:pos:R:3:forces:R:3:mulliken_charge:R:1 method="wB97M-V/def2-TZVPD" charge=-2 lumo_energy_ev=4.8 orbital_gap_ev=8.769 e_above_lowest_kj_mol=0.0 molar_mass_da=350.3 e_tot_ev=-38500.8059 homo_energy_ev=-3.97
O 0.6574 -1.5612 2.6054 -0.55 0.44 0.07 -0.82
C 0.1612 -0.3679 2.6087 -0.99 0.40 -0.46 0.26
O -0.4143 0.1629 3.5608 0.12 -0.30 -0.01 -0.77
C 0.3925 0.5048 1.3469 1.49 -1.88 0.08 -0.15
C 0.5941 -0.2558 -0.0032 -0.83 0.83 1.37 0.93
C 0.4011 0.7629 -1.1396 0.15 -1.68 -0.23 -0.03
C 0.1800 0.0030 -2.4594 -0.12 0.54 -0.22 -0.51
O -0.1334 0.8390 -3.5642 -0.17 0.28 -0.07 -0.80
H -0.3335 1.2866 1.1617 0.07 0.26 0.71 0.19
H 1.3914 0.8177 1.6826 -0.15 1.17 -0.46 0.10
H 1.5589 -0.7535 -0.0160 0.10 -0.03 -0.22 -0.20
H -0.1585 -1.0483 0.0382 -0.07 -0.03 -0.66 -0.52
H 1.3229 1.3304 -1.2383 -0.03 0.47 0.06 0.35
H -0.4349 1.4119 -0.8867 0.05 0.14 -0.21 -0.12
H 1.1227 -0.5103 -2.6788 -0.12 -0.20 -0.13 0.42
H -0.6163 -0.7422 -2.3466 0.12 -0.06 0.17 0.25
H 2.6515 -3.3583 1.9787 0.06 -0.20 0.20 0.29
H 1.4381 -2.4816 1.6697 0.12 -0.25 -0.10 0.38
O 2.0067 -3.2298 1.2781 0.22 0.68 -0.11 -0.59
H -2.8802 3.6885 -0.9786 0.41 0.16 0.22 0.30
H -2.2692 2.6982 -1.9115 1.09 -0.01 0.37 0.25
O -1.9804 3.4236 -1.2344 -1.35 0.16 -0.23 -0.64
H -2.3169 4.6395 0.7552 0.11 0.69 0.07 0.32
H -1.6860 3.9601 1.8264 0.34 0.05 0.67 0.34
O -1.9587 4.8653 1.6321 -0.31 -0.75 -0.70 -0.67
H 2.1376 -4.3954 -0.2268 -1.26 0.07 0.12 0.33
H 0.7041 -5.0073 -0.8080 0.49 0.88 0.39 0.38
O 1.6567 -5.1067 -0.6766 0.99 -1.48 -0.80 -0.69
H 3.4297 -1.8150 0.4625 -0.17 0.34 -0.02 0.33
H 3.7098 -0.2637 0.3581 -0.27 -0.27 -0.06 0.36
O 4.1194 -1.1289 0.4615 0.33 -0.16 0.19 -0.70
H 0.1809 2.3842 -3.0932 -0.01 0.28 -0.11 0.37
H -0.0625 3.7291 -2.2553 -0.23 -0.25 0.03 0.29
O 0.3982 3.3515 -3.0110 0.10 0.33 -0.26 -0.81
H -3.0503 1.2744 -3.1929 -0.02 -0.13 0.15 0.10
H -1.1637 1.1752 -3.3878 1.12 -0.88 0.42 0.43
O -2.2720 1.3597 -2.6328 -0.96 0.51 -0.56 -0.89
H 3.0902 2.2387 -3.4006 -0.21 0.05 0.00 0.28
H 2.0343 3.3772 -3.4867 0.41 -0.28 0.36 0.44
O 3.0068 3.1891 -3.5160 0.11 0.23 -0.28 -0.70
H -4.1239 1.1088 0.2230 -0.33 0.43 0.56 0.43
H -3.6940 1.3925 1.5819 -0.15 0.30 0.31 0.29
O -4.4232 1.6525 1.0051 0.35 -0.51 -0.56 -0.70
H 2.1793 -1.2675 3.8293 0.17 -0.28 -0.25 0.36
H 3.2850 -1.2471 2.7870 0.09 0.09 -0.16 0.35
O 3.1334 -1.4300 3.7179 0.13 0.07 0.44 -0.71
H -2.4723 -0.6307 -0.1679 0.05 0.35 -0.35 0.21
H -2.4923 0.6088 -1.2519 -0.41 -0.72 -0.07 0.55
O -3.0132 0.0567 -0.5788 0.17 -0.16 0.14 -0.76
H -2.0989 -2.9806 2.2238 0.12 -0.32 -0.01 0.32
H -0.6503 -3.0046 2.6124 0.01 -0.27 -0.23 0.37
O -1.3594 -3.6058 2.2817 -0.12 0.66 0.25 -0.71
H 0.1586 -3.3386 -0.1758 0.29 0.39 -0.07 0.25
H -1.0879 -4.0128 0.1944 -0.21 0.22 0.03 0.40
O -0.6660 -3.6160 -0.5848 -0.35 -0.36 0.23 -0.72